Record 1
70
Properties=species:S:1:pos:R:3:forces:R:3:lowdin_charge:R:1 method="wB97M-V/def2-TZVPD" total_charge=0
Pb -1.5682 1.2293 -1.6036 -0.448 -1.491 -0.525 1.572
Pb -2.4234 -2.3623 0.6305 0.067 -0.120 -0.498 1.506
B -0.7357 -0.6788 -3.3649 0.115 -0.370 -0.262 -0.451
H -1.1187 -1.6945 -2.9451 -0.427 -0.607 0.406 -0.041
H 0.1109 -0.2532 -2.6347 0.698 0.566 0.535 -0.047
H -0.3720 -0.8326 -4.4740 0.603 0.226 -0.680 -0.019
H -1.6559 0.0838 -3.4636 -0.909 0.677 -0.241 -0.079
B -3.7597 -0.6468 -1.1954 -0.451 -0.419 0.299 -0.570
H -2.7853 -1.1986 -1.5557 0.831 -0.143 -0.469 -0.086
H -4.6566 -1.3638 -1.4481 -0.703 -0.427 -0.211 -0.004
H -3.6950 -0.4952 -0.0222 -0.269 0.403 0.968 -0.090
H -3.9434 0.4130 -1.6884 -0.028 0.874 -0.459 -0.043
B -1.4476 -3.7904 -1.2399 -0.181 -0.784 0.464 -0.477
H -0.9520 -4.1753 -2.2236 0.245 0.033 -0.778 0.010
H -2.5813 -3.4512 -1.3628 -1.032 -0.015 -0.438 -0.034
H -1.3880 -4.6350 -0.4118 -0.045 -0.541 0.598 -0.047
H -0.8625 -2.8473 -0.8214 0.985 1.127 0.323 -0.046
B -0.9681 0.0180 0.8218 -0.101 0.536 0.776 -0.598
H -1.1501 -0.5233 -0.2134 0.254 -0.576 -0.918 -0.108
H -0.8149 -0.7864 1.6691 0.389 -0.693 0.585 -0.039
H -0.0407 0.7381 0.7971 0.780 0.354 -0.148 -0.011
H -1.9475 0.6012 1.1244 -0.680 0.572 0.038 -0.007
C 2.6386 0.4814 -0.6873 -0.328 -1.383 -0.172 -0.104
O 2.8609 1.7763 -0.2047 0.234 0.174 -0.425 -0.196
C 3.5016 1.8040 1.0552 -0.620 0.033 -0.366 -0.197
C 3.9845 3.2025 1.3485 -0.004 -0.695 0.886 -0.216
O 2.9116 4.0974 1.5485 0.360 -0.083 -0.078 -0.192
C 3.3845 5.3961 1.8707 -0.824 -0.122 -0.397 -0.100
H 2.2073 -0.1852 0.0695 0.082 0.166 0.257 0.077
H 3.5273 -0.0274 -1.0816 0.325 0.340 0.220 0.096
H 1.9153 0.4333 -1.5005 -0.045 0.694 -0.028 0.066
H 4.3531 1.1152 1.1029 0.084 0.045 -0.191 0.130
H 2.7675 1.4611 1.7959 0.135 0.161 0.242 0.135
H 4.6869 3.5473 0.5849 -0.105 0.098 -0.162 0.132
H 4.5342 3.0786 2.2935 0.204 0.337 -0.011 0.128
H 3.9658 5.7875 1.0312 0.192 0.137 0.164 0.090
H 3.9455 5.4341 2.8073 0.153 -0.156 -0.048 0.089
H 2.4785 5.9918 1.9825 0.156 0.197 0.050 0.087
C 0.8988 2.7584 -3.7699 1.136 1.346 0.548 -0.068
O 0.5114 2.5270 -2.4257 -0.341 -0.440 0.830 -0.360
C 0.8033 3.6339 -1.5334 -0.829 0.394 -1.820 -0.165
C 0.1327 3.4725 -0.2009 1.036 -0.459 0.698 -0.218
O -1.2890 3.3643 -0.2562 0.361 0.477 0.108 -0.363
C -1.9841 4.2860 0.5580 0.143 1.017 0.016 -0.077
H 1.9892 2.8979 -3.7810 0.011 -0.408 -0.166 0.100
H 0.5376 3.7550 -4.0568 -0.446 -0.317 -0.399 0.092
H 0.6143 1.9562 -4.4391 -0.312 -0.137 0.231 0.096
H 0.3797 4.4943 -2.0745 0.266 0.290 0.332 0.132
H 1.8858 3.7247 -1.4559 -0.020 0.060 0.352 0.130
H 0.4570 4.2754 0.4645 -0.150 0.212 -0.195 0.129
H 0.5820 2.5842 0.2564 -0.432 -0.105 0.058 0.095
H -1.7398 5.3074 0.2393 -0.063 -0.022 -0.063 0.095
H -1.7187 4.2387 1.6169 0.025 -0.457 -0.022 0.100
H -3.0563 4.1590 0.4345 0.039 -0.312 -0.036 0.097
C -2.9729 -5.9626 1.3794 -0.965 -0.663 -0.221 -0.108
O -2.6526 -4.7471 2.0260 -0.100 -0.154 0.208 -0.310
C -1.5638 -4.8984 2.9189 0.497 -0.598 0.386 -0.198
C -0.2465 -4.6934 2.1905 -0.374 -0.062 0.682 -0.200
O -0.1442 -3.2922 1.9969 0.244 0.107 0.060 -0.284
C 1.1711 -2.8794 1.7156 1.281 -0.628 -0.064 -0.098
H -3.2916 -6.6966 2.1259 0.320 -0.109 0.060 0.094
H -2.2058 -6.3708 0.7200 0.367 0.177 0.297 0.087
H -3.8465 -5.8437 0.7355 0.069 0.542 0.059 0.101
H -1.5785 -5.8651 3.4389 -0.122 -0.285 -0.527 0.129
H -1.6618 -4.2187 3.7675 -0.061 0.547 -0.426 0.135
H -0.2348 -5.2479 1.2497 -0.022 0.177 -0.150 0.116
H 0.5865 -5.0715 2.7935 0.014 0.208 0.137 0.131
H 1.5281 -3.2763 0.7590 -0.349 0.416 -0.333 0.107
H 1.9077 -3.3088 2.4133 -0.423 -0.050 0.371 0.092
H 1.2944 -1.8054 1.8026 -0.489 0.107 -0.318 0.075

=====

Record 2
69
Properties=species:S:1:pos:R:3:forces:R:3:lowdin_charge:R:1 method="wB97M-V/def2-TZVPD" total_charge=+3 de_lowest_kcal_mol=0.0
N 5.2087 -16.3619 20.3714 1.285 0.894 1.133 0.329
H 6.2043 -16.3878 20.6617 0.301 0.379 -0.373 0.100
H 4.7400 -16.7041 21.2172 -0.733 -0.594 -0.703 0.174
H 5.1257 -16.8235 19.4685 -0.708 -0.449 0.280 0.160
H 4.9750 -15.3707 20.2780 -0.093 -0.059 -0.164 0.158
N 9.0568 -18.8381 19.0137 0.118 -0.741 -0.571 0.304
H 8.2161 -18.4386 19.4121 0.172 0.290 0.142 0.115
H 9.5374 -18.2332 18.3557 -0.351 0.011 -0.267 0.135
H 8.8188 -19.7464 18.6017 -0.008 0.225 -0.326 0.157
H 9.7618 -19.1042 19.7519 0.417 -0.454 1.606 0.081
N 6.4448 -11.6116 22.0962 -1.269 0.798 -1.722 0.289
H 5.6596 -11.4048 22.7154 0.455 -0.679 0.739 0.154
H 6.6283 -12.5845 21.8471 0.015 -0.078 0.775 0.072
H 7.3186 -11.0395 22.3217 0.704 0.670 0.920 0.094
H 6.0758 -11.1804 21.2387 0.455 -0.046 -0.169 0.143
N 10.2158 -14.1808 17.8367 -0.520 0.569 0.218 0.341
H 11.0337 -13.5688 17.9271 0.336 -0.433 -0.398 0.175
H 9.8597 -14.2966 18.7958 -0.348 -0.014 -0.080 0.098
H 10.3594 -15.0827 17.3873 0.709 0.046 0.103 0.155
H 9.5304 -13.6924 17.2519 -0.099 0.173 0.288 0.167
Cl 8.5611 -14.4830 21.2390 0.645 -1.238 0.527 0.626
O 8.3286 -13.3675 20.3589 -0.103 0.919 -0.157 -0.371
O 9.9458 -14.5981 21.5697 -0.416 0.379 -0.034 -0.289
O 7.7028 -14.4515 22.3896 -0.065 0.767 0.005 -0.327
O 8.1802 -15.6678 20.4857 -0.517 -1.297 -1.005 -0.429
C 8.5037 -21.2939 21.3624 0.249 -0.015 -0.045 -0.067
C 9.9389 -21.0305 21.8187 -0.235 0.018 0.496 -0.225
N 10.4499 -19.7257 21.3481 0.389 0.018 -0.493 -0.231
C 9.8318 -18.6067 22.1187 0.012 0.155 0.598 -0.246
C 10.0654 -18.5873 23.6581 -0.128 -1.460 -1.018 -0.037
C 11.9339 -19.7203 21.4238 -0.141 -0.284 0.027 -0.226
C 12.4754 -18.6150 20.5460 0.273 1.253 1.176 -0.070
H 7.9147 -20.3810 21.2427 0.043 0.080 0.096 0.042
H 7.9618 -21.9013 22.0846 0.023 -0.180 -0.170 0.090
H 8.5434 -21.8046 20.3983 -0.278 -0.114 0.045 0.076
H 10.0524 -21.0970 22.9058 -0.285 0.114 0.000 0.117
H 10.5767 -21.8433 21.4739 0.074 0.228 -0.379 0.125
H 10.1654 -17.6134 21.8077 0.400 -0.267 -0.640 0.092
H 8.7822 -18.6337 21.8125 -0.240 0.042 0.589 0.078
H 9.6717 -17.6807 24.1037 0.259 0.071 0.080 0.082
H 9.6421 -19.4670 24.1447 -0.436 0.246 0.055 0.074
H 11.1322 -18.7563 23.8019 0.049 0.780 0.324 0.074
H 12.3765 -20.6692 21.1154 -0.606 -0.148 -0.346 0.126
H 12.1999 -19.6939 22.4847 0.439 0.549 -0.168 0.117
H 12.3696 -17.6548 21.0654 -0.194 0.039 -0.081 0.072
H 11.8934 -18.5236 19.6280 0.319 -0.282 -0.269 0.052
H 13.5501 -18.6495 20.3746 -0.108 -0.469 -0.340 0.091
C 9.9410 -11.6283 23.7419 -0.083 -0.040 0.502 -0.068
C 9.8005 -10.4230 22.8379 0.008 0.122 -0.301 -0.243
N 8.4828 -9.7675 22.7950 -0.353 0.304 -0.922 -0.238
C 8.3759 -8.8439 21.6108 -0.221 -1.246 0.428 -0.217
C 8.6192 -9.5593 20.2737 1.321 0.709 0.121 -0.090
C 8.1370 -8.9818 24.0018 0.126 -0.917 0.487 -0.227
C 8.9251 -7.6919 24.2641 0.080 0.589 -0.452 -0.066
H 9.2404 -12.4484 23.5678 -0.151 0.152 -0.218 0.050
H 9.8516 -11.3560 24.7947 0.056 -0.016 -0.006 0.081
H 10.9413 -12.0359 23.5945 0.012 -0.013 0.090 0.087
H 10.5930 -9.7156 23.1057 -0.049 0.135 -0.127 0.130
H 9.9726 -10.7454 21.8126 0.314 -0.023 0.025 0.092
H 7.3578 -8.4514 21.6404 0.046 0.194 0.051 0.118
H 9.0792 -8.0228 21.7425 -0.087 0.136 -0.231 0.116
H 8.5323 -10.6476 20.2588 -0.798 0.025 0.123 0.039
H 8.0901 -9.0414 19.4762 -0.161 -0.331 -0.080 0.083
H 9.6856 -9.4438 20.0566 -0.056 0.129 -0.272 0.079
H 8.1677 -9.7167 24.8099 0.149 0.343 0.270 0.111
H 7.0876 -8.7024 23.8901 -0.049 -0.072 0.053 0.110
H 8.2980 -6.8979 23.8570 0.268 0.319 0.225 0.081
H 9.8952 -7.5722 23.7749 -0.079 -0.519 -0.274 0.074
H 9.1742 -7.4401 25.2935 -0.550 -0.394 0.206 0.086

=====

Record 3
81
Properties=species:S:1:pos:R:3:forces:R:3:lowdin_charge:R:1 method="wB97M-V/def2-TZVPD" total_charge=0 smiles="NC(N)=O.NC(N)=O.NC(N)=O.NC(N)=O.NC(N)=O.NC(N)=O.CCO.CO.CO.CO.CO" de_lowest_kcal_mol=0.0
N -1.1370 -2.8729 3.2729 3.575 -6.662 0.646 0.135
C -1.0620 -1.6829 2.7559 6.371 0.099 -4.737 -0.733
N -2.0120 -0.9689 3.1499 -7.037 6.253 1.206 0.165
O -0.1200 -1.3019 1.9149 -2.835 -1.007 3.166 -0.055
H -0.2850 -3.5429 3.0629 -2.528 2.038 0.581 0.174
H -1.5520 -3.0299 4.1839 0.059 0.227 -0.376 0.110
H -2.0710 -0.0089 2.7299 0.327 -1.056 0.544 0.083
H -2.9920 -1.2829 3.4369 2.504 -0.057 -0.456 0.161
N 2.8120 0.7271 1.9339 -0.163 0.840 0.713 0.135
C 3.7050 0.7311 0.9089 1.206 6.388 -0.193 -0.548
N 3.9920 -0.4159 0.3869 0.537 -2.511 -2.034 0.168
O 4.2630 1.9451 0.4499 -2.517 -5.632 2.172 -0.159
H 2.5720 1.6001 2.4469 0.531 -0.807 -0.615 0.099
H 2.3160 -0.1089 2.2009 0.130 -0.241 0.007 0.101
H 4.4320 -0.3299 -0.5811 -0.496 -0.586 1.292 0.086
H 3.4530 -1.2909 0.6399 0.811 1.741 -0.524 0.143
N 2.9140 3.5351 2.3349 -2.310 0.419 -1.071 0.126
C 3.3650 4.0801 3.4729 -8.144 3.805 2.168 -0.675
N 4.5590 3.8751 3.8269 5.627 -0.802 1.362 0.173
O 2.5060 4.7861 4.2389 3.525 -2.669 -2.890 -0.129
H 1.9640 3.8851 2.0559 1.600 -0.594 0.464 0.142
H 3.4670 3.0541 1.6199 0.430 0.279 -0.223 0.042
H 4.8960 4.3531 4.6629 -0.234 -0.391 -0.579 0.136
H 5.2300 3.4311 3.1909 -0.465 0.367 0.578 0.134
N 3.2430 -2.5889 -2.6161 7.113 -2.558 0.874 0.138
C 2.0510 -2.2279 -2.4011 -5.879 0.652 5.315 -0.606
N 1.3870 -2.0289 -3.4931 -3.436 1.204 -1.103 0.219
O 1.5090 -2.1209 -1.1311 2.809 -0.216 -5.635 -0.090
H 3.7820 -2.6809 -1.7441 -0.183 -0.647 -0.801 0.147
H 3.6080 -3.0729 -3.4641 -0.761 0.743 1.163 0.176
H 0.4320 -1.7299 -3.3391 -0.622 -0.227 -0.240 0.073
H 1.6340 -2.1449 -4.4631 0.627 -0.078 0.391 0.138
N -4.4610 1.3771 0.1529 -0.608 3.257 -5.206 0.146
C -5.3480 0.9511 0.9719 -8.623 -1.626 -2.918 -0.699
N -4.8140 0.4661 2.0249 -1.179 -3.200 5.571 0.186
O -6.6110 0.7661 0.6359 4.658 0.873 1.583 -0.050
H -4.7850 1.6001 -0.8051 0.416 -0.093 0.952 0.158
H -3.6040 1.6541 0.4869 2.391 0.814 0.512 0.053
H -5.3220 -0.2929 2.4899 0.162 0.985 -0.146 0.143
H -3.8940 0.6201 2.2919 1.627 0.274 0.117 0.036
N -3.4490 -0.9379 -0.4941 0.715 -0.315 0.533 0.195
C -4.0480 -1.2209 -1.6381 -4.957 5.093 -1.667 -0.561
N -3.6520 -2.3799 -2.1531 -0.806 -1.618 -3.486 0.135
O -4.9910 -0.3799 -2.2251 4.845 -4.515 2.530 -0.118
H -3.7720 -0.0999 -0.0381 0.318 -0.098 -0.224 0.027
H -2.5070 -1.3009 -0.3521 -0.154 -0.131 0.227 0.078
H -4.0500 -2.6279 -3.0831 0.303 0.151 1.388 0.158
H -3.1710 -3.0849 -1.6301 0.000 -0.021 0.316 0.093
C 1.1430 1.2641 -1.5141 0.491 0.322 -0.330 -0.074
C 0.0140 1.1611 -0.4701 1.653 -2.527 -1.635 -0.301
O 0.5350 1.6041 0.7419 -2.539 1.546 0.757 -0.087
H 0.6890 1.2741 -2.4761 -0.314 -0.311 -1.081 0.033
H 1.8890 0.4231 -1.4991 -0.868 0.681 0.367 0.064
H 1.7080 2.2121 -1.5061 -0.250 -0.254 0.543 0.088
H -0.2070 0.0301 -0.4801 -0.190 1.499 0.527 0.120
H -0.8990 1.6901 -0.7521 0.269 0.284 0.211 0.110
H 1.2550 1.0651 1.0119 1.014 -0.922 0.309 0.009
C -1.4690 -0.0999 -3.5821 -2.812 0.347 0.167 -0.152
O -1.4320 -1.5009 -3.4791 -0.036 -0.384 1.277 -0.152
H -0.5740 0.2391 -3.9231 2.808 0.725 -1.323 0.025
H -1.6410 0.5641 -2.6991 -0.341 -1.210 -0.047 0.090
H -2.2230 0.1131 -4.3401 -0.115 0.613 0.091 0.094
H -2.2120 -1.7979 -2.9311 0.983 0.227 -0.589 0.033
C 4.8090 0.7331 -2.9051 -0.753 2.102 0.531 -0.145
O 4.8280 -0.4779 -2.1971 -0.184 -1.020 -0.156 -0.179
H 3.7580 1.1321 -3.0881 1.106 -0.678 0.091 0.092
H 5.3530 0.6571 -3.8421 0.045 0.036 -0.158 0.070
H 5.2850 1.5211 -2.2431 -0.404 -1.006 -0.792 0.101
H 4.2330 -1.1759 -2.5791 0.713 1.406 0.075 0.036
C -1.3040 -3.8019 0.0189 1.686 0.447 -0.440 -0.141
O -1.0600 -2.4799 -0.4441 -1.044 -0.634 0.308 -0.183
H -2.1530 -3.8639 0.6449 -0.946 0.314 0.750 0.067
H -0.4380 -4.2259 0.5469 -0.125 0.276 0.127 0.085
H -1.4510 -4.4389 -0.8201 -0.329 -0.878 -0.897 0.063
H -0.1830 -2.4589 -0.8491 0.625 0.334 0.005 0.017
C -2.3250 2.7331 2.4129 1.409 2.044 -1.861 -0.113
O -2.1050 1.4781 1.8249 0.821 -0.500 -1.037 -0.205
H -1.6750 3.5611 2.0109 -0.169 -1.023 -0.030 0.113
H -2.0710 2.6981 3.4149 -0.062 -0.027 2.291 0.065
H -3.3010 3.1271 2.1959 -0.800 -0.398 0.253 0.081
H -1.1570 1.3591 1.5199 -0.625 0.429 0.444 0.083

=====

What calculated total energy values result from the calculations? In sequence: -38666.502; -42810.143; -53592.307 eV.